Entry 1:
A cluster of 4 separate species, C25H41Cl2N8OS2 in total, computed with ωB97M-V/def2-TZVPD.

The geometry in XYZ format:
```
79
Properties=species:S:1:pos:R:3
C 1.293 2.907 2.124
C 2.360 2.780 0.929
C 3.665 2.014 1.439
C 3.286 0.514 1.931
C 4.562 -0.405 1.533
C 4.278 -0.935 0.052
N 3.293 -2.044 0.176
N 3.393 -3.112 1.010
C 2.274 -3.996 0.857
N 1.989 -5.133 1.502
C 0.842 -6.002 1.268
Cl -0.766 -5.445 0.635
C 0.950 -7.378 1.562
C 2.224 -8.089 2.162
Cl -0.490 -8.457 1.231
N 1.484 -3.389 -0.162
C 2.093 -2.171 -0.567
C 1.433 -1.240 -1.653
C -0.148 -1.488 -1.829
C -0.942 -0.372 -1.000
S -1.441 1.019 -2.115
C -2.211 2.329 -1.037
S -1.230 3.355 -0.169
N -3.671 2.398 -1.053
C -4.191 3.726 -1.492
C -4.751 4.653 -0.327
O -5.549 3.959 0.659
C -4.603 3.033 1.286
C -4.295 1.909 0.206
H 1.759 2.502 3.088
H 1.024 4.001 2.222
H 0.365 2.259 1.948
H 1.940 2.229 0.020
H 2.709 3.814 0.584
H 4.342 1.852 0.527
H 4.233 2.550 2.260
H 2.348 0.156 1.376
H 3.065 0.460 3.039
H 5.536 0.174 1.579
H 4.606 -1.231 2.318
H 3.785 -0.138 -0.599
H 5.237 -1.312 -0.416
H 4.171 -3.273 1.668
H 2.647 -5.424 2.239
H 3.127 -7.420 2.297
H 1.950 -8.493 3.199
H 2.526 -8.948 1.486
H 1.544 -0.139 -1.376
H 1.907 -1.501 -2.650
H -0.430 -1.439 -2.928
H -0.494 -2.496 -1.446
H -0.325 -0.056 -0.096
H -1.908 -0.816 -0.575
H -3.300 4.284 -1.949
H -4.942 3.569 -2.323
H -5.423 5.463 -0.775
H -3.909 5.219 0.210
H -5.184 2.570 2.156
H -3.686 3.587 1.652
H -5.196 1.269 -0.068
H -3.551 1.184 0.699
C 2.037 -2.155 5.524
C 3.324 -2.362 4.793
N 4.331 -2.524 4.221
H 1.686 -1.134 5.375
H 1.284 -2.850 5.151
H 2.186 -2.329 6.591
C -6.066 1.140 -4.362
C -5.307 2.414 -4.533
N -4.714 3.412 -4.666
H -6.677 1.191 -3.460
H -6.714 0.976 -5.223
H -5.370 0.304 -4.274
C -1.407 4.173 -5.372
C -0.108 3.976 -6.085
N 0.907 3.820 -6.642
H -1.764 5.192 -5.525
H -2.151 3.474 -5.754
H -1.272 4.000 -4.303
```

Calculated values
Largest force on an atom, eV Å⁻¹: 6.46
Highest occupied orbital energy, hartree: -0.37902
M, g/mol: 604.698
Gap between HOMO and LUMO, eV: 7.408
Total charge: +1
Calculated total energy, eV: -87260.8184

These are the Mulliken partial charges, in e, on atoms 1 to 4: C -1.008; C -0.116; C -0.872; C 0.143

---

Entry 2:
The ion C3H5N4O with charge +1, computed with ωB97M-V/def2-TZVPD.

The geometry in XYZ format:
```
13
Properties=species:S:1:pos:R:3
C -1.724 -0.866 0.021
C -1.628 0.537 0.004
C 1.152 -0.246 0.337
N -2.026 -1.983 -0.086
N -0.544 1.353 -0.108
N 0.781 0.958 -0.056
N 2.440 -0.529 0.145
O -2.776 0.892 0.206
H -2.709 -2.692 -0.370
H -0.551 2.332 0.193
H 1.462 1.446 -0.752
H 2.936 -1.321 0.555
H 3.187 0.118 -0.088
```

Calculated values
Largest force on an atom, eV Å⁻¹: 4.42
Highest occupied orbital energy, hartree: -0.48467
M, g/mol: 113.100
SMILES string: N=C=C([O-])N[NH+]=C=[NH2+]
Gap between HOMO and LUMO, eV: 7.418
Energy above the lowest of the compared OMol25 structures with the same formula, charge and spin, kcal/mol: 84.0
Total charge: +1
Calculated total energy, eV: -11188.4841

These are the natural (NBO) partial charges, in e, on atoms 1 to 4: C 0.617; C 0.504; C 0.170; N -0.398

---

Entry 3:
A structure of composition C6H10N5, computed with ωB97M-V/def2-TZVPD.

The geometry in XYZ format:
```
21
Properties=species:S:1:pos:R:3
C -2.527 -0.092 -0.930
C 1.082 -0.733 -0.613
C 0.438 1.271 0.690
C 1.341 0.462 0.131
C -0.152 -1.060 -1.014
C -1.035 0.945 0.636
N -3.491 -0.578 -1.330
N -1.348 0.380 -0.645
N -0.758 -2.036 -1.633
N -1.347 0.017 1.711
N 2.787 0.798 0.260
H 1.907 -1.383 -0.868
H 0.721 2.158 1.232
H -1.609 1.891 0.689
H -0.317 -2.936 -1.754
H -1.754 -1.963 -1.825
H -0.975 0.333 2.597
H -2.352 -0.101 1.807
H 3.308 -0.010 0.628
H 2.905 1.599 0.895
H 3.175 1.036 -0.663
```

Calculated values
Largest force on an atom, eV Å⁻¹: 3.54
Highest occupied orbital energy (alpha / beta), hartree: -0.31557 / -0.43321
M, g/mol: 152.181
Gap between HOMO and LUMO (alpha / beta), eV: 4.605 / 5.179
Energy above the lowest of the compared OMol25 structures with the same formula, charge and spin, kcal/mol: 91.6
Total charge: +1
2S+1: 3
Calculated total energy, eV: -13821.5110

These are the natural (NBO) partial charges, in e, on atoms 1 to 4: C 0.377; C -0.199; C -0.047; C 0.062